(1)
65
Properties=species:S:1:pos:R:3:forces:R:3:mulliken_charge:R:1 method="wB97M-V/def2-TZVPD" multiplicity=4 e_lumo_ha="0.0200 / -0.0789" relative_energy_kj_mol=263.7 gap_ev="5.46 / 3.92"
Tc 0.199 0.142 0.349 -2.36 -0.34 2.57 -0.355
P 2.430 -0.001 0.021 0.04 -0.01 -0.83 2.048
P -2.425 0.284 0.382 1.28 -0.43 0.09 1.511
N 0.054 1.078 -1.192 0.06 1.22 -1.92 -0.207
H 0.964 -1.288 1.436 -0.71 -2.52 0.70 -1.307
C 2.820 -1.467 -0.991 0.69 -0.06 0.09 -1.066
H 3.906 -1.596 -1.032 0.00 -0.22 -0.20 0.466
H 2.428 -1.319 -2.004 -0.01 0.03 0.25 0.288
H 2.356 -2.359 -0.560 0.15 0.29 -0.10 -0.130
C 3.624 -0.075 1.402 0.23 -0.17 -0.05 -1.481
H 4.641 -0.133 0.994 -0.12 -0.01 0.21 0.563
H 3.425 -0.958 2.018 0.08 0.17 -0.05 0.303
H 3.533 0.829 2.018 0.02 -0.19 -0.14 0.264
C 3.178 1.339 -0.987 0.19 -0.02 0.09 -1.337
H 4.271 1.289 -0.897 -0.15 0.05 -0.14 0.498
H 2.835 2.318 -0.629 0.04 -0.24 -0.11 0.228
H 2.893 1.224 -2.040 -0.03 0.09 0.31 0.332
C -3.236 -1.197 -0.317 -0.30 -0.01 -0.05 -1.346
H -4.316 -1.003 -0.409 0.23 -0.15 -0.01 0.489
H -3.058 -2.088 0.304 -0.01 0.43 -0.31 0.272
H -2.806 -1.371 -1.316 -0.14 -0.04 0.36 0.287
C -3.132 0.383 2.065 -0.60 0.17 -0.18 -1.326
H -4.227 0.432 1.975 0.16 -0.01 0.36 0.442
H -2.757 1.285 2.568 -0.12 -0.22 -0.07 0.214
H -2.841 -0.504 2.645 -0.12 0.34 -0.24 0.285
C -3.255 1.589 -0.580 -0.44 -0.01 0.13 -1.314
H -4.306 1.303 -0.704 0.09 0.27 -0.05 0.521
H -2.782 1.672 -1.565 -0.01 -0.01 0.21 0.219
H -3.192 2.550 -0.065 -0.11 -0.17 -0.20 0.261
C 0.068 1.759 -2.361 0.26 -0.51 1.10 -0.335
C -0.251 1.758 -4.765 0.06 0.11 0.03 -0.492
C -0.227 1.065 -3.570 0.02 0.37 0.20 -0.325
C 0.385 3.150 -2.401 -0.20 -0.32 -0.22 0.468
C 0.318 3.832 -3.604 0.03 -0.29 -0.09 -0.825
C 0.007 3.139 -4.785 -0.01 0.20 -0.26 -0.454
H -0.466 1.213 -5.686 0.05 0.29 0.17 0.351
H -0.426 -0.006 -3.478 0.04 0.35 -0.19 0.388
H 0.666 3.636 -1.463 -0.08 -0.08 -0.43 0.264
H 0.523 4.902 -3.614 -0.02 -0.22 -0.18 0.363
H -0.021 3.681 -5.733 -0.02 -0.17 0.28 0.346
C -0.011 -2.380 1.309 -0.09 3.32 -2.30 2.448
O -0.600 -1.786 0.206 0.36 -1.29 -0.05 -0.806
C 0.479 -3.744 0.917 0.82 -0.47 0.54 -1.534
H 0.874 -4.260 1.804 0.00 -0.15 -0.32 0.342
H 1.270 -3.686 0.160 -0.41 -0.16 0.16 0.274
H -0.381 -4.321 0.511 0.46 0.48 0.24 0.339
C -0.866 -2.384 2.554 0.18 -0.10 0.99 -1.593
H -1.915 -2.656 2.328 0.53 0.05 -0.06 0.281
H -0.853 -1.421 3.089 -0.15 -0.35 -0.29 0.110
H -0.453 -3.143 3.243 -0.32 0.29 -0.02 0.541
C -0.934 3.595 0.773 -0.04 0.30 -0.69 -1.036
C -0.282 2.982 1.933 0.61 -1.55 0.52 0.386
C -0.056 3.637 3.168 0.86 -0.58 1.81 -1.027
C 0.568 2.711 4.013 -0.89 1.89 -0.38 -1.021
C 0.700 1.505 3.279 -0.74 0.64 -1.73 0.367
C 1.287 0.270 3.810 0.23 -0.72 0.25 -1.158
N 0.189 1.692 2.021 0.43 -0.09 -0.61 1.230
H -0.450 4.560 0.547 -0.13 -0.21 0.15 0.475
H -1.986 3.830 0.997 0.27 -0.03 0.08 0.389
H -0.882 2.982 -0.132 -0.02 -0.06 0.38 -0.185
H -0.344 4.661 3.347 0.10 0.01 0.25 0.539
H 0.898 2.822 5.034 -0.08 0.20 0.01 0.530
H 2.334 0.440 4.101 -0.22 0.02 -0.05 0.360
H 0.758 -0.020 4.730 0.08 0.11 -0.13 0.456
H 1.253 -0.583 3.121 -0.01 0.47 0.14 -0.075


(2)
9
Properties=species:S:1:pos:R:3:forces:R:3:mulliken_charge:R:1 method="wB97M-V/def2-TZVPD" e_lumo_ha=0.0257 relative_energy_kj_mol=30.2 gap_ev=9.81
H -3.299 -0.550 -0.132 0.71 0.49 0.35 0.238
N -2.279 -0.563 -0.089 0.15 -0.09 -0.08 -0.538
P -1.304 0.510 0.485 -0.50 -0.05 -0.03 0.055
N 0.173 -0.232 0.301 -1.37 -3.80 -0.97 -0.286
C 1.468 0.341 0.045 -0.42 -0.39 -1.85 -0.725
H -0.087 -1.167 -0.243 1.11 2.29 1.52 0.381
H 2.421 -0.104 0.328 -0.59 -0.55 0.76 0.267
H 1.499 0.432 -1.026 0.60 0.01 -0.81 0.312
H 1.409 1.333 0.331 0.31 2.10 1.11 0.296


(3)
9
Properties=species:S:1:pos:R:3:forces:R:3:mulliken_charge:R:1 method="wB97M-V/def2-TZVPD" e_lumo_ha="-0.1259 / -0.0694" relative_energy_kj_mol=645.3 gap_ev="7.73 / 8.89"
C -0.032 0.138 0.102 3.28 0.25 -0.86 -0.397
N -3.808 0.046 -0.052 -2.44 0.86 -0.48 1.159
O -3.899 1.240 -0.024 0.19 -0.23 0.02 -0.483
O -4.723 -0.754 -0.298 1.02 0.38 0.22 -0.479
O -1.097 0.633 0.702 -0.94 1.37 0.00 -0.262
O -2.725 -0.553 0.180 1.25 -1.11 0.15 -0.293
H 0.892 0.651 0.634 -1.46 -0.93 -0.23 0.260
H 0.314 0.345 -0.975 -1.46 0.26 0.92 0.250
H 0.012 -0.921 0.264 0.55 -0.85 0.25 0.248


(4)
102
Properties=species:S:1:pos:R:3:forces:R:3:mulliken_charge:R:1 method="wB97M-V/def2-TZVPD" e_lumo_ha=-0.0018 gap_ev=9.84
C -1.112 -1.408 2.154 0.17 -0.92 -0.21 -0.795
C 0.144 -2.086 1.541 0.15 0.84 -0.46 -0.827
B 1.445 -1.176 1.523 -0.70 -0.66 0.21 0.744
O 2.643 -1.747 1.795 0.07 0.36 -0.64 -0.725
C 1.253 0.390 1.228 0.86 -0.65 -0.02 -1.007
C 2.483 1.320 1.321 -0.74 0.74 -0.51 -0.096
S 3.411 1.081 2.841 0.63 -1.40 0.92 1.347
O 4.561 0.247 2.685 0.36 0.50 -0.66 -0.598
O 2.512 0.726 3.896 -0.62 0.48 -0.33 -0.696
C 4.063 2.776 3.282 -1.14 0.11 0.60 0.694
F 4.208 3.568 2.212 0.44 -0.18 -0.23 -0.221
F 3.110 3.337 4.048 -0.10 0.00 0.01 -0.274
C 5.354 2.721 4.150 0.15 1.13 -0.66 0.587
F 5.360 1.725 4.994 -0.05 -0.62 0.26 -0.196
F 5.413 3.861 4.834 -0.10 0.30 0.35 -0.256
F 6.415 2.706 3.361 0.36 -0.57 -0.29 -0.241
C 3.384 1.457 0.088 0.88 -0.31 0.27 -1.560
I 4.447 -0.292 -0.560 0.11 0.01 -0.02 0.202
O 2.695 2.021 -1.034 -0.63 -0.48 1.03 -0.191
S 1.389 1.250 -1.518 -2.09 0.23 -3.33 1.396
O 0.583 2.243 -2.157 0.35 0.71 0.72 -0.668
O 1.652 0.172 -2.423 1.03 -0.78 1.24 -0.592
C 0.444 0.640 -0.080 0.56 1.14 1.36 -0.113
Cl -0.726 1.942 0.311 -0.20 -0.12 -0.10 -0.038
H -1.685 -2.184 2.662 -0.18 0.18 0.03 0.340
H -0.881 -0.641 2.891 -0.04 0.08 -0.07 0.163
H -1.739 -1.028 1.349 -0.11 0.32 0.27 0.290
H 0.362 -3.052 1.998 -0.05 0.02 0.04 0.576
H -0.081 -2.280 0.482 -0.04 -0.33 0.08 0.281
H 2.604 -2.687 1.579 0.13 -0.06 0.55 0.323
H 0.574 0.734 2.008 0.08 -0.17 0.12 0.261
H 2.056 2.327 1.470 0.20 0.06 -0.03 0.652
H 4.155 2.181 0.331 0.05 -0.03 -0.27 0.861
H -0.121 -0.228 -0.404 0.16 0.00 -0.27 0.368
C -6.397 1.835 5.905 -0.20 0.18 -0.05 -0.772
O -6.468 0.840 4.866 2.36 0.29 1.43 -0.310
P -5.322 0.880 3.708 -2.56 -1.41 -4.56 0.774
O -5.769 1.920 2.757 0.38 0.62 0.72 -0.653
O -5.596 -0.622 3.230 0.17 -0.10 -0.08 -0.141
C -6.913 -0.982 2.818 -0.15 -0.08 0.12 -0.683
O -3.741 0.694 3.481 -0.03 0.41 2.57 -0.041
C -2.905 1.822 3.806 0.15 0.13 -0.18 -0.568
H -7.201 1.634 6.608 -0.03 -0.05 -0.06 0.247
H -5.448 1.775 6.439 -0.02 -0.02 0.04 0.318
H -6.522 2.833 5.482 0.00 -0.02 -0.02 0.328
H -7.428 -0.140 2.355 0.04 0.04 0.02 0.362
H -7.485 -1.343 3.672 -0.03 0.05 0.02 0.284
H -6.821 -1.786 2.091 0.08 0.02 -0.02 0.156
H -3.138 2.220 4.793 0.05 0.03 0.01 0.332
H -3.029 2.602 3.055 -0.10 -0.01 0.02 0.311
H -1.873 1.480 3.801 -0.05 -0.11 0.00 0.058
C -5.866 -6.379 -1.241 -0.07 -0.23 0.14 -0.780
O -5.311 -5.470 -0.272 0.57 0.38 -2.68 -0.267
P -3.698 -5.237 -0.295 1.42 0.58 5.21 0.801
O -3.131 -6.387 0.441 -0.17 -0.48 -0.90 -0.645
O -3.768 -3.877 0.537 0.18 0.13 -0.01 -0.189
C -4.392 -3.866 1.819 -0.17 0.10 0.15 -0.428
O -2.509 -4.643 -1.206 -1.86 -0.37 -1.82 -0.132
C -2.008 -5.491 -2.258 0.23 -0.07 -0.01 -0.728
H -6.944 -6.379 -1.113 0.01 0.03 0.08 0.241
H -5.637 -6.054 -2.257 -0.04 0.01 -0.01 0.321
H -5.478 -7.386 -1.079 0.01 0.02 0.02 0.325
H -4.273 -4.817 2.340 0.04 -0.07 -0.12 0.397
H -5.451 -3.634 1.716 -0.03 -0.07 -0.02 0.179
H -3.922 -3.082 2.408 0.02 0.05 -0.08 0.060
H -2.818 -5.902 -2.861 0.03 -0.01 -0.04 0.296
H -1.419 -6.301 -1.831 -0.08 -0.02 0.06 0.328
H -1.375 -4.879 -2.895 -0.04 0.08 0.06 0.230
C 3.946 -5.048 -6.662 0.19 -0.08 -0.18 -0.750
O 4.494 -5.371 -5.371 -2.00 1.89 -0.17 -0.255
P 5.057 -4.137 -4.465 4.33 -1.98 2.59 0.745
O 6.413 -3.865 -4.986 -0.53 0.46 -0.74 -0.652
O 5.020 -4.975 -3.102 -0.03 0.10 0.14 -0.263
C 5.738 -6.204 -3.022 -0.06 -0.18 -0.02 -0.701
O 4.578 -2.814 -3.692 -2.02 -0.29 -1.61 0.062
C 4.381 -1.625 -4.486 0.08 0.28 0.05 -0.488
H 3.581 -5.971 -7.105 0.05 -0.04 0.06 0.248
H 3.110 -4.354 -6.569 -0.03 -0.03 -0.01 0.311
H 4.716 -4.616 -7.302 0.01 0.00 0.02 0.321
H 6.637 -6.181 -3.638 -0.01 0.05 -0.03 0.340
H 5.098 -7.031 -3.332 0.02 0.00 -0.06 0.254
H 6.022 -6.352 -1.982 -0.02 0.08 0.01 0.231
H 3.767 -1.830 -5.363 -0.01 0.04 -0.01 0.301
H 5.344 -1.220 -4.795 0.04 -0.12 -0.04 0.308
H 3.867 -0.898 -3.862 -0.05 -0.11 0.07 0.005
C -1.565 6.972 -2.949 -0.22 0.03 0.15 -0.710
O -0.595 7.970 -2.581 0.83 -2.24 -1.36 -0.275
P 0.709 7.473 -1.739 1.06 4.03 3.46 1.071
O 0.249 7.385 -0.335 -0.40 -0.86 -0.34 -0.650
O 1.568 8.778 -2.078 0.17 -0.03 0.01 -0.366
C 1.047 10.061 -1.744 -0.09 0.13 -0.11 -0.676
O 2.014 6.547 -1.858 -1.43 -0.99 -1.93 -0.346
C 1.815 5.130 -1.668 0.12 -0.12 0.18 -0.742
H -2.335 7.463 -3.537 0.03 0.08 0.03 0.242
H -1.110 6.190 -3.558 -0.02 0.01 -0.03 0.319
H -2.012 6.532 -2.056 0.02 0.01 0.01 0.314
H 0.431 10.018 -0.846 -0.01 -0.05 0.00 0.338
H 0.463 10.455 -2.576 -0.06 -0.02 0.02 0.246
H 1.892 10.722 -1.566 0.05 -0.07 0.00 0.239
H 0.990 4.753 -2.266 0.02 -0.08 0.01 0.321
H 1.629 4.926 -0.613 -0.10 0.06 -0.01 0.367
H 2.728 4.626 -1.973 0.02 0.11 -0.08 0.288


(5)
10
Properties=species:S:1:pos:R:3:forces:R:3:mulliken_charge:R:1 method="wB97M-V/def2-TZVPD" e_lumo_ha="0.1334 / 0.1411" relative_energy_kj_mol=391.3 gap_ev="7.12 / 7.22" total_charge=-1
C 1.313 0.648 -0.588 -1.21 -0.76 -0.43 -0.859
C 0.347 -0.522 -0.739 3.37 -1.83 2.31 -0.189
N -0.807 0.135 -0.439 -1.94 1.00 0.45 -0.436
O -2.281 0.888 1.372 -0.08 -0.29 0.74 -0.563
O -0.642 -0.961 1.929 0.07 0.27 0.24 -0.592
S -1.583 -0.347 0.968 -0.24 0.71 -1.16 0.478
H 1.079 0.992 0.374 0.65 1.00 1.52 0.306
H 1.536 1.403 -1.330 -0.18 -0.09 -0.34 0.286
H 0.380 -0.973 -1.685 0.05 -0.87 -1.43 0.315
H 0.657 -1.263 0.137 -0.47 0.85 -1.91 0.255


(6)
19
Properties=species:S:1:pos:R:3:forces:R:3:mulliken_charge:R:1 method="wB97M-V/def2-TZVPD" e_lumo_ha=-0.1181 relative_energy_kj_mol=49.3 gap_ev=10.26 total_charge=+1
B 1.475 -0.502 -0.354 0.16 -0.17 -0.33 0.266
C -2.662 -0.221 -0.099 0.17 -0.20 0.09 -0.354
C 1.072 -1.957 -0.472 0.24 -0.40 -0.90 -0.516
C -3.639 0.654 -0.223 -0.02 0.18 -0.03 -0.587
C 2.033 1.857 0.297 0.10 0.25 0.33 -0.714
N 2.017 0.703 -0.593 0.21 0.21 -0.34 -0.072
N 0.741 -1.189 0.774 -0.52 0.15 1.25 -0.253
H -2.677 -0.970 0.679 -0.05 -0.14 0.15 0.231
H -1.837 -0.253 -0.798 0.10 0.06 -0.20 0.190
H 0.206 -2.285 -1.033 -0.12 0.14 0.02 0.300
H 1.771 -2.768 -0.316 0.10 0.08 0.10 0.322
H -4.476 0.675 0.454 -0.13 -0.06 0.15 0.252
H -3.647 1.388 -1.011 0.03 0.12 -0.17 0.244
H 1.735 2.750 -0.249 -0.07 -0.04 0.05 0.293
H 1.353 1.700 1.132 -0.01 0.03 -0.04 0.326
H 3.041 2.008 0.687 -0.08 0.02 -0.01 0.311
H 2.513 0.889 -1.456 -0.12 -0.30 -0.02 0.244
H -0.244 -1.008 0.959 0.03 0.03 -0.08 0.205
H 1.226 -1.471 1.622 -0.03 0.04 -0.05 0.311


| no. | energy (eV) | maximum force (eV/A) |
| --- | --- | --- |
| 1 | -48193.590 | 4.04 |
| 2 | -13386.256 | 4.15 |
| 3 | -10756.827 | 3.40 |
| 4 | -160246.456 | 5.43 |
| 5 | -18556.507 | 4.47 |
| 6 | -7992.305 | 1.36 |